# 1
Here is an isolated molecule of C19H21ClN2O4 from OMol25. Energies are from the ωB97M-V functional and the def2-TZVPD basis.

Properties
**SMILES**: CC(=O)c1c(C)[nH]c(C(=O)OCC(=O)NCCc2ccc(Cl)cc2)c1C
**Electronic energy**: -1607.358379 Eh
**HOMO**: -8.601 eV
**Gap between HOMO and LUMO**: 9.17 eV
**Molar mass**: 376.8 g/mol
**Charge**: 0

Atoms and positions in Å:
C: 2.990 2.345 -3.069
C: 1.598 1.911 -3.450
O: 1.013 2.435 -4.379
C: 0.970 0.842 -2.670
C: -0.333 0.402 -2.946
C: -1.285 0.868 -3.978
N: -0.638 -0.572 -2.081
C: 0.419 -0.797 -1.227
C: 0.339 -1.800 -0.197
O: 1.205 -2.068 0.616
O: -0.849 -2.447 -0.239
C: -1.046 -3.548 0.643
C: -1.505 -3.101 2.043
O: -2.633 -3.295 2.444
N: -0.528 -2.515 2.752
C: -0.778 -1.895 4.034
C: -1.618 -0.614 3.889
C: -1.047 0.303 2.846
C: 0.142 0.987 3.073
C: 0.672 1.833 2.117
C: 0.001 2.003 0.917
Cl: 0.624 3.099 -0.267
C: -1.174 1.318 0.660
C: -1.686 0.467 1.624
C: 1.445 0.077 -1.570
C: 2.753 0.139 -0.869
H: 3.310 3.134 -3.745
H: 2.995 2.721 -2.049
H: 3.680 1.508 -3.136
H: -2.232 0.339 -3.898
H: -1.450 1.940 -3.875
H: -0.863 0.718 -4.971
H: -1.507 -1.081 -2.032
H: -0.117 -4.123 0.728
H: -1.832 -4.152 0.188
H: 0.352 -2.322 2.285
H: -1.323 -2.606 4.662
H: 0.188 -1.676 4.490
H: -1.654 -0.112 4.858
H: -2.632 -0.902 3.608
H: 0.656 0.868 4.016
H: 1.590 2.367 2.303
H: -1.687 1.461 -0.278
H: -2.603 -0.068 1.427
H: 2.761 -0.586 -0.061
H: 3.571 -0.086 -1.550
H: 2.919 1.130 -0.452


# 2
Here is a 2-piece molecular cluster, C3H8N2O2 overall from OMol25. Energies are from the ωB97M-V functional and the def2-TZVPD basis.

Properties
**SMILES**: [H]/N=C(\N)O.C1CO1
**Electronic energy**: -379.071307 Eh
**HOMO**: -9.298 eV
**Gap between HOMO and LUMO**: 10.28 eV
**Molar mass**: 104.1 g/mol
**Charge**: 0

Atoms and positions in Å:
H: -1.763 0.612 -1.516
N: -1.056 0.372 -0.825
C: -1.565 0.309 0.349
N: -2.881 0.519 0.710
O: -0.835 -0.029 1.414
H: -3.029 0.687 1.694
H: -3.425 1.108 0.098
H: 0.059 -0.303 1.098
C: 1.786 -1.016 -0.833
C: 2.402 0.111 -0.136
O: 1.642 -0.859 0.584
H: 0.868 -0.833 -1.387
H: 2.398 -1.868 -1.122
H: 1.935 1.091 -0.216
H: 3.467 0.098 0.089


# 3
Here is an isolated molecule of C4H4ClF3 at a distorted geometry from OMol25. Energies are from the ωB97M-V functional and the def2-TZVPD basis.

Properties
**SMILES**: C/C(=C\F)C(F)(F)Cl
**Electronic energy**: -914.517169 Eh
**HOMO**: -10.504 eV
**Gap between HOMO and LUMO**: 11.18 eV
**Molar mass**: 144.5 g/mol
**Charge**: 0

Atoms and positions in Å:
C: 0.757 1.211 -0.086
C: 0.176 -0.190 -0.010
C: 0.831 -1.353 0.147
F: 2.213 -1.435 -0.163
C: -1.203 -0.128 -0.045
F: -1.481 0.620 -1.119
F: -1.717 0.527 1.091
Cl: -2.436 -1.421 -0.182
H: 1.767 1.147 0.021
H: 0.625 1.612 -1.081
H: 0.356 1.746 0.749
H: 0.113 -2.334 0.678


Please write out number 1 again, unchanged.
Here is an isolated molecule of C19H21ClN2O4 from OMol25. Energies are from the ωB97M-V functional and the def2-TZVPD basis.

Properties
**SMILES**: CC(=O)c1c(C)[nH]c(C(=O)OCC(=O)NCCc2ccc(Cl)cc2)c1C
**Electronic energy**: -1607.358379 Eh
**HOMO**: -8.601 eV
**Gap between HOMO and LUMO**: 9.17 eV
**Molar mass**: 376.8 g/mol
**Charge**: 0

Atoms and positions in Å:
C: 2.990 2.345 -3.069
C: 1.598 1.911 -3.450
O: 1.013 2.435 -4.379
C: 0.970 0.842 -2.670
C: -0.333 0.402 -2.946
C: -1.285 0.868 -3.978
N: -0.638 -0.572 -2.081
C: 0.419 -0.797 -1.227
C: 0.339 -1.800 -0.197
O: 1.205 -2.068 0.616
O: -0.849 -2.447 -0.239
C: -1.046 -3.548 0.643
C: -1.505 -3.101 2.043
O: -2.633 -3.295 2.444
N: -0.528 -2.515 2.752
C: -0.778 -1.895 4.034
C: -1.618 -0.614 3.889
C: -1.047 0.303 2.846
C: 0.142 0.987 3.073
C: 0.672 1.833 2.117
C: 0.001 2.003 0.917
Cl: 0.624 3.099 -0.267
C: -1.174 1.318 0.660
C: -1.686 0.467 1.624
C: 1.445 0.077 -1.570
C: 2.753 0.139 -0.869
H: 3.310 3.134 -3.745
H: 2.995 2.721 -2.049
H: 3.680 1.508 -3.136
H: -2.232 0.339 -3.898
H: -1.450 1.940 -3.875
H: -0.863 0.718 -4.971
H: -1.507 -1.081 -2.032
H: -0.117 -4.123 0.728
H: -1.832 -4.152 0.188
H: 0.352 -2.322 2.285
H: -1.323 -2.606 4.662
H: 0.188 -1.676 4.490
H: -1.654 -0.112 4.858
H: -2.632 -0.902 3.608
H: 0.656 0.868 4.016
H: 1.590 2.367 2.303
H: -1.687 1.461 -0.278
H: -2.603 -0.068 1.427
H: 2.761 -0.586 -0.061
H: 3.571 -0.086 -1.550
H: 2.919 1.130 -0.452


Q: What is the formula in the second record?
A: C3H8N2O2


Q: Look up the molar mass of the first one.
A: 376.8 g/mol